Density functional theory data (ωB97M-V/def2-TZVPD) for an isolated ion of composition C28H30N and charge +1.

Computed properties:
- Charge: +1
- Multiplicity: 1
- Kohn-Sham gap: 7.213 eV
- LUMO: -3.82 eV
- Energy relative to the best compared isomer or geometry (same formula, charge and spin): 4.059 eV

```
59
C28H30N (ωB97M-V/def2-TZVPD)
C 1.1985 -0.6135 0.8542
C 2.4816 -1.5076 1.3979
C 3.6773 -0.7992 1.5791
C 4.8574 -1.4139 1.9937
C 4.8615 -2.7912 2.2728
C 3.6707 -3.5204 2.1043
C 2.4756 -2.8887 1.6981
C -0.1317 -1.3126 1.0631
C -1.1235 -0.8823 1.8826
C -2.3996 -1.5943 2.1623
C -3.6096 -0.8809 2.3978
C -4.8319 -1.5152 2.4992
C -4.9209 -2.9110 2.4670
C -3.7368 -3.6470 2.3165
C -2.5012 -3.0170 2.1562
H 1.1692 0.0934 1.7542
H 3.7081 0.3013 1.5388
H 5.7921 -0.8500 2.0697
H 5.7762 -3.2973 2.5600
H 3.6995 -4.6226 2.2401
H 1.5055 -3.4412 1.7138
H -0.2829 -2.2494 0.4126
H -1.0040 -0.0182 2.6245
H -3.5562 0.2175 2.4122
H -5.7458 -0.9222 2.6153
H -5.8849 -3.4045 2.5690
H -3.8042 -4.7406 2.3289
H -1.5878 -3.6098 2.0016
C 0.0850 2.1302 0.6716
N -0.0232 2.0783 -0.7770
C 0.3593 0.9605 -1.4440
C 1.1375 0.0219 -0.5822
C 1.7318 -1.1413 -1.4848
C 1.9987 -0.8102 -2.9949
C 0.8019 -0.1726 -3.6866
C 0.2599 1.1113 -2.9412
C -0.8191 3.1159 -1.3948
C -0.1634 4.2207 -1.9257
C -0.9263 5.2471 -2.4163
C -2.3264 5.1671 -2.3913
C -2.9491 4.0218 -1.8607
C -2.2005 3.0014 -1.3440
H -0.2148 3.1367 1.0059
H -0.5661 1.3896 1.1333
H 1.1134 1.9978 0.9774
H 2.0250 0.7370 0.0043
H 2.6507 -1.3360 -0.9832
H 1.0968 -1.9998 -1.4041
H 2.8641 -0.1184 -3.0818
H 2.2671 -1.7734 -3.4648
H 1.0982 0.1270 -4.7177
H -0.0330 -0.8804 -3.7655
H -0.7814 1.2477 -3.2506
H 0.8604 1.9679 -3.3283
H 0.9448 4.2356 -1.9118
H -0.4221 6.1393 -2.8215
H -2.9241 5.9764 -2.7808
H -4.0479 3.9461 -1.8464
H -2.6495 2.0932 -0.8776
```



Density functional theory data (ωB97M-V/def2-TZVPD) for C3H12N6O3Rb as an isolated structure.

Computed properties:
- Charge: +1
- Multiplicity: 1
- Kohn-Sham gap: 10.229 eV
- LUMO: -2.74 eV
- Energy relative to the best compared isomer or geometry (same formula, charge and spin): 0.556 eV

```
25
C3H12N6O3Rb (ωB97M-V/def2-TZVPD)
Rb -1.1900 1.4133 -0.4245
C 0.2599 -1.9302 -0.9774
O 0.5357 -0.7578 -0.7328
N -0.7464 -2.2676 -1.8324
N 0.9184 -3.0051 -0.4587
H -1.1601 -3.1797 -1.8912
H -1.1786 -1.5704 -2.4087
H 1.7397 -2.8197 0.0889
H 0.6019 -3.9506 -0.5359
C 1.5143 3.4275 -1.9024
O 0.7649 2.5571 -2.3594
N 2.7149 3.6668 -2.4845
N 1.2691 4.2194 -0.8086
H 3.3022 4.4178 -2.1778
H 2.8273 3.2919 -3.4097
H 1.9954 4.8370 -0.5059
H 0.4048 4.1851 -0.3107
C -1.6838 -1.1227 2.6374
O -1.0898 -0.2321 2.0203
N -2.1245 -2.2445 2.0017
N -1.8113 -1.1374 4.0047
H -2.4164 -3.0451 2.5211
H -2.0196 -2.2162 1.0025
H -1.0825 -0.6693 4.5145
H -2.3454 -1.8676 4.4296
```



Density functional theory data (ωB97M-V/def2-TZVPD) for C38H39CuFN6O4S3 as an isolated structure.

Computed properties:
- Charge: 0
- Multiplicity: 2
- Kohn-Sham gap (spin up / spin down): 4.292 / 4.585 eV
- LUMO (spin up / spin down): -1.78 / -1.78 eV
- Energy relative to the best compared isomer or geometry (same formula, charge and spin): 2.247 eV

```
92
C38H39CuFN6O4S3 (ωB97M-V/def2-TZVPD)
Cu -0.7898 -0.6505 0.1047
S 1.2750 -0.9092 1.0697
C 0.8139 -1.6792 2.5704
C 0.9674 -3.0580 2.7311
C 0.5093 -3.7391 3.8462
C 0.7139 -5.1623 3.8893
N 0.9068 -6.2960 3.8459
C -0.1387 -3.0339 4.8694
C -0.2430 -1.6537 4.7659
C 0.2910 -0.9555 3.6772
S 0.4190 0.7724 3.7778
C -0.6640 -3.7155 6.0186
N -1.0845 -4.2597 6.9401
H 1.4783 -3.6194 1.9688
H -0.7142 -1.0971 5.5644
F 2.3871 -5.3108 0.4534
C 1.8852 -4.9868 -0.7603
C 0.9481 -3.9966 -0.8527
C 0.5061 -3.5878 -2.1031
C -0.5602 -2.5537 -2.1327
O -1.1692 -2.3746 -1.0866
C -0.7356 -1.9125 -3.4415
C -0.1485 -2.5436 -4.4985
N 0.6377 -3.6504 -4.4702
C 1.1809 -4.1836 -5.6911
C 0.2972 -4.2730 -6.8915
C 0.6975 -5.5256 -6.1651
C 1.0454 -4.1645 -3.2484
C 1.9434 -5.2319 -3.1394
C 2.3579 -5.6620 -1.8863
N 3.2189 -6.7814 -1.7675
C 3.3141 -7.5505 -0.5379
C 3.8468 -8.9504 -0.9094
N 3.5723 -9.1527 -2.3731
C 4.4654 -8.2692 -3.2033
C 4.4286 -6.8730 -2.5520
C -1.5354 -0.7090 -3.9447
O -1.8165 -0.6611 -5.1246
O -1.8640 0.3240 -3.1955
H 0.5778 -3.4754 0.0169
H -0.3317 -2.1436 -5.4848
H 2.2263 -3.9418 -5.8538
H 0.7482 -4.0643 -7.8502
H -0.7273 -3.9452 -6.7910
H 1.4109 -6.1909 -6.6324
H -0.0609 -6.0050 -5.5611
H 2.2897 -5.7398 -4.0292
H 2.3304 -7.6325 -0.0815
H 3.9886 -7.1083 0.2007
H 3.3554 -9.7441 -0.3524
H 4.9241 -9.0416 -0.7837
H 2.6164 -8.8219 -2.5364
H 3.6398 -10.1292 -2.6515
H 4.0635 -8.2783 -4.2151
H 5.4594 -8.7120 -3.2011
H 4.4561 -6.1014 -3.3159
H 5.3137 -6.7365 -1.9177
C -1.3288 4.9655 0.2309
C -0.5683 4.9604 1.5492
C -0.6284 3.6264 2.2829
S 0.0606 2.2259 1.3754
O -2.2945 0.8158 0.1818
C 1.8258 2.6165 1.4073
C 2.3596 3.0334 0.0408
C 2.2716 1.9101 -0.9852
H -1.2796 5.9444 -0.2483
H -2.3810 4.7149 0.3822
H -0.9212 4.2270 -0.4608
H -0.9765 5.7248 2.2183
H 0.4789 5.2316 1.3811
H -1.6612 3.3346 2.4845
H -0.1134 3.6868 3.2449
H 2.3155 1.7006 1.7453
H 1.9964 3.3887 2.1596
H 3.4028 3.3431 0.1611
H 1.8086 3.9088 -0.3160
H 2.8273 1.0330 -0.6459
H 2.6779 2.2231 -1.9487
H 1.2369 1.5950 -1.1413
N -1.5542 0.2264 -1.7954
C -2.3572 0.9797 -1.0717
C -3.3027 2.0001 -1.6119
C -4.5688 2.0918 -1.0472
C -5.4552 3.0690 -1.4746
C -5.0709 3.9707 -2.4576
C -3.8022 3.8890 -3.0152
C -2.9231 2.9006 -2.6008
H -4.8409 1.4016 -0.2592
H -6.4421 3.1334 -1.0347
H -5.7592 4.7392 -2.7865
H -3.4985 4.5955 -3.7772
H -1.9352 2.8273 -3.0358
```



Density functional theory data (ωB97M-V/def2-TZVPD) for C36H52N3OP2PbS as an isolated structure.

Computed properties:
- Charge: +3
- Multiplicity: 1
- Kohn-Sham gap (spin up / spin down): 4.543 / 4.763 eV
- LUMO (spin up / spin down): -11.01 / -10.81 eV

```
96
C36H52N3OP2PbS (ωB97M-V/def2-TZVPD)
C -1.9779 -1.8174 -0.9302
C 0.1693 -1.9464 -1.7884
C -2.4091 -2.7418 -1.8693
C -0.2959 -2.6234 -2.9548
C -1.5840 -3.1369 -2.9454
H -3.4724 -3.0002 -1.8253
H 0.4727 -2.9528 -3.6899
H -1.9612 -3.9063 -3.6453
N -0.7093 -1.4440 -0.8534
P -2.8662 0.4950 0.6157
P 2.4084 -1.0608 -0.2353
C -3.0269 -1.2261 0.0121
H -3.9543 -1.2188 -0.5750
H -3.1436 -1.9211 0.8561
C 0.1421 2.8581 2.7770
O 0.7564 3.7227 3.2270
C 1.6105 -1.8511 -1.6733
H 2.1440 -1.9768 -2.6121
C 3.8216 0.4128 -0.5431
C 3.1210 -2.8731 0.0583
C -3.6692 1.5272 -0.7835
C -3.8436 0.5152 2.2352
C 3.4438 1.7966 -0.0072
H 3.3966 1.8457 1.0878
H 4.2190 2.5294 -0.2926
H 2.4992 2.1604 -0.4106
C 5.1155 0.0260 0.1947
H 4.9895 0.0724 1.2882
H 5.5005 -0.9681 -0.0605
H 5.9204 0.7434 -0.0404
C 4.0001 0.5032 -2.0573
H 4.7741 1.2445 -2.3277
H 4.2996 -0.4590 -2.4892
H 3.0725 0.8272 -2.5548
C 3.7436 -2.8474 1.4319
H 2.9626 -2.7650 2.2047
H 4.2779 -3.7980 1.5604
H 4.4677 -2.0390 1.5854
C 1.9250 -3.8505 0.0656
H 1.0733 -3.3951 0.5952
H 1.6040 -4.1570 -0.9432
H 2.1822 -4.7665 0.6380
C 4.0647 -3.1693 -1.1003
H 3.6978 -2.7937 -2.0641
H 5.0807 -2.7605 -0.9812
H 4.1475 -4.2643 -1.2254
C -3.7087 1.9234 2.8453
H -4.0954 1.8982 3.8739
H -2.6562 2.2394 2.8817
H -4.2870 2.6691 2.2844
C -3.2089 -0.5283 3.1811
H -3.3879 -1.5578 2.8381
H -2.1227 -0.3897 3.2941
H -3.6677 -0.4240 4.1783
C -5.3224 0.1519 2.0112
H -5.7617 -0.0582 3.0014
H -5.8995 0.9766 1.5698
H -5.4407 -0.7501 1.3895
C -2.9783 1.1185 -2.0928
H -3.0950 1.9317 -2.8344
H -1.8980 0.9729 -1.9519
H -3.4145 0.2025 -2.5290
C -3.3509 2.9920 -0.4469
H -2.2723 3.1513 -0.3209
H -3.6981 3.6385 -1.2650
H -3.8663 3.3098 0.4668
C -5.1841 1.3405 -0.9522
H -5.4940 0.2864 -0.9973
H -5.7564 1.8520 -0.1674
H -5.4767 1.8032 -1.9104
Pb -0.1548 0.4213 0.9825
N 0.2128 1.9607 -1.1771
C 0.2603 2.5323 -2.2437
C 0.6242 2.5826 -3.6257
C 0.6794 3.8188 -4.3036
C 0.9883 1.4072 -4.3477
C 0.8362 3.8395 -5.6997
H 0.5610 4.7848 -3.7915
C 1.1520 1.4395 -5.7428
H 1.0981 0.4607 -3.8222
C 1.0367 2.6483 -6.4203
H 0.7137 4.7437 -6.2947
H 1.3214 0.4524 -6.2278
H 1.0940 2.6022 -7.5105
S 0.2324 -1.9502 2.8797
C 0.8038 -1.0672 4.2273
N 0.1517 -1.3687 5.4087
C 0.4582 -0.7938 6.6112
C 1.5003 0.0994 6.6818
C 2.1666 0.4711 5.5054
C 1.8127 -0.0876 4.2820
H -0.5847 -2.0813 5.3340
H -0.1882 -1.1027 7.4324
H 1.7894 0.5075 7.6555
H 2.9668 1.2011 5.5634
H 2.3205 0.1789 3.3417
```



Density functional theory data (ωB97M-V/def2-TZVPD) for one molecule with the formula C6H10N2O.

Computed properties:
- Charge: 0
- Multiplicity: 3
- Kohn-Sham gap (spin up / spin down): 6.843 / 7.702 eV
- LUMO (spin up / spin down): 0.94 / -0.24 eV
- Energy relative to the best compared isomer or geometry (same formula, charge and spin): 1.376 eV

```
19
C6H10N2O (ωB97M-V/def2-TZVPD)
C 0.9303 -1.4117 0.9506
C 1.2636 -0.1439 0.9162
C -1.9036 -0.6683 -0.7201
C -1.6479 0.8745 -0.4095
C -0.4397 -1.0713 -0.9847
C 2.1859 0.8559 1.3551
N -0.4513 1.1500 -1.1239
N 0.3836 0.1056 -1.1584
O 0.1005 -1.9592 0.0170
H 1.1996 -2.2409 1.7712
H -2.4052 -1.2683 -0.0015
H -2.3323 -0.8155 -1.6931
H -2.5015 1.4686 -0.7380
H -1.4962 1.0183 0.6305
H -0.4848 -1.5104 -1.9496
H 2.9940 1.2421 0.4820
H 2.7338 0.5326 2.1614
H 1.7351 1.7980 1.6797
H 0.1361 2.0439 -1.1851
```



Density functional theory data (ωB97M-V/def2-TZVPD) for C8H22N7 as an isolated structure.

Computed properties:
- Charge: +1
- Multiplicity: 1
- Kohn-Sham gap (spin up / spin down): 8.576 / 8.574 eV
- LUMO (spin up / spin down): -4.12 / -4.12 eV
- Energy relative to the best compared isomer or geometry (same formula, charge and spin): 1.942 eV

```
37
C8H22N7 (ωB97M-V/def2-TZVPD)
C -2.3678 -2.2269 -0.9189
C 1.5340 1.5421 3.1158
C -0.5443 0.1458 3.0847
C -0.4275 2.8993 -1.1534
C -0.6760 0.3042 -2.9388
C -0.9906 -2.6795 -0.5706
C 0.1566 -1.9149 -1.4287
C 0.5416 0.7995 2.2431
N 2.5605 0.6600 -1.3727
N -0.1144 1.5944 -0.7892
N 0.2343 -0.6200 -0.8808
N 1.4907 -0.2594 0.3379
N 2.4062 0.4274 -0.1558
N 1.1510 -0.3106 1.5713
N -0.1244 0.5424 -1.5107
H -2.5751 -2.6361 -1.8993
H -3.0621 -2.7529 -0.1988
H -2.4768 -1.1330 -0.8034
H 2.3479 1.9351 2.5270
H 1.0560 2.2597 3.6977
H 1.9495 0.6993 3.7892
H -1.2998 -0.0060 2.3926
H -0.7894 0.8034 3.9825
H -0.2089 -0.8601 3.5672
H 0.4561 3.3422 -1.4149
H -1.1516 2.8027 -2.0259
H -0.8283 3.3058 -0.1991
H -0.9939 1.2856 -3.3477
H 0.1058 -0.2024 -3.5489
H -1.4325 -0.3478 -2.7437
H -0.8888 -3.8943 -0.7857
H -0.5599 -2.4606 0.4104
H 1.1694 -2.3162 -1.3952
H -0.0849 -1.9650 -2.5504
H 0.0141 1.4353 1.4910
H 3.4129 1.1214 -1.4846
H 1.0103 -1.3201 1.9067
```



Density functional theory data (ωB97M-V/def2-TZVPD) for C16H16BN2O6RhSi as an isolated structure.

Computed properties:
- Charge: 0
- Multiplicity: 1
- Kohn-Sham gap (spin up / spin down): 7.420 / 7.419 eV
- LUMO (spin up / spin down): -1.00 / -1.00 eV
- Energy relative to the best compared isomer or geometry (same formula, charge and spin): 0.256 eV

```
43
C16H16BN2O6RhSi (ωB97M-V/def2-TZVPD)
Rh 1.5024 1.5889 0.0496
O 3.1745 -2.0251 4.2409
C 3.2890 -2.6458 3.0824
O 3.6566 -3.7888 2.9829
C 2.9402 -1.8701 1.8543
C 3.0184 -2.3923 0.5807
N 2.6350 -1.4289 -0.2730
N 2.3105 -0.3056 0.3757
C 2.4895 -0.5521 1.6640
C 2.1577 0.5752 2.5959
O 2.3168 0.4377 3.8013
O 1.7254 1.6415 2.0212
H 2.8580 -1.0833 4.1468
H 3.3210 -3.3729 0.2561
H 2.5785 -1.4702 -1.2763
C -3.0350 4.7927 0.1013
Si -1.3971 5.6749 0.0079
C -1.0569 6.6953 1.5255
C -1.2353 6.6783 -1.5526
C -0.1208 4.3156 -0.0417
C 0.6688 3.3782 0.0085
H -3.8562 5.5122 0.1293
H -3.0901 4.1746 0.9991
H -3.1857 4.1434 -0.7641
H -1.7896 7.5002 1.6171
H -0.0639 7.1452 1.4816
H -1.1099 6.0799 2.4247
H -1.9777 7.4791 -1.5723
H -1.3879 6.0524 -2.4333
H -0.2463 7.1335 -1.6271
O -1.0440 1.7435 -1.2678
B -0.5127 2.1497 -0.0173
O -1.4105 1.8625 1.0226
C -2.4524 1.2077 0.4162
C -3.5817 0.6861 0.9998
C -4.5041 0.0725 0.1492
C -4.2863 -0.0034 -1.2197
C -3.1343 0.5313 -1.8014
C -2.2351 1.1307 -0.9536
H -3.7395 0.7503 2.0675
H -5.4062 -0.3528 0.5681
H -5.0220 -0.4848 -1.8497
H -2.9547 0.4826 -2.8667
```



Density functional theory data (ωB97M-V/def2-TZVPD) for C36H40BrClIN3O19P2S as an isolated structure.

Computed properties:
- Charge: 0
- Multiplicity: 1
- Kohn-Sham gap: 7.149 eV
- LUMO: -1.74 eV

```
104
C36H40BrClIN3O19P2S (ωB97M-V/def2-TZVPD)
C -0.2987 3.2011 3.2011
C -0.5519 3.6673 1.7575
C -0.3329 2.5238 0.7558
I 1.8372 2.2807 0.7108
C -0.9904 2.7453 -0.6086
C -0.6199 4.0835 -1.2551
N 0.7492 4.1078 -1.7872
C 0.9176 5.0781 -2.8859
C -2.5615 2.8675 -0.3364
Br -3.2901 1.9306 1.2429
P -3.3799 4.5940 -0.2623
S -5.1468 4.7196 0.5293
C -3.2810 2.1850 -1.5530
O -4.4780 2.0197 -1.7001
N -2.2411 1.8054 -2.4660
C -1.0584 1.5425 -1.6361
C -1.3632 0.1678 -1.0065
C -0.2804 -0.5168 -0.1658
C -0.9417 -1.4447 0.8495
Cl 0.8519 -1.5081 -1.1396
P 0.1648 1.3932 -3.0550
N -0.0469 2.5334 -4.0873
O -0.0950 -0.0410 -3.7386
O 1.6584 1.3489 -2.5649
H -0.4406 2.1342 3.3203
H 0.6767 3.5228 3.5376
H -1.0222 3.6864 3.8474
H -1.5615 4.0459 1.7085
H 0.1837 4.4307 1.5362
H -0.6518 1.6019 1.2091
H -0.6923 4.8677 -0.5101
H -1.2683 4.2930 -2.0956
H 1.3312 4.4620 -1.0457
H 1.7681 5.7172 -2.6638
H 0.0614 5.7371 -3.0073
H 1.1428 4.5572 -3.8039
H -2.4976 5.5014 0.3340
H -3.4604 4.9640 -1.6146
H -2.1231 2.6174 -3.0736
H -2.2588 0.1790 -0.4008
H -1.5950 -0.5028 -1.8250
H 0.3251 0.1650 0.4042
H -1.3826 -2.3088 0.3756
H -1.7021 -0.8951 1.3848
H -0.1912 -1.7331 1.5781
H -0.3254 2.1376 -4.9734
H -1.0420 -0.1200 -3.9005
H 1.8109 0.7038 -1.8606
C 1.7713 1.4087 -8.1050
C 0.7788 2.2972 -7.9718
C 0.7284 3.5659 -8.7773
O -0.2199 4.3069 -8.6051
C 1.8098 3.8343 -9.7092
C 2.8049 2.9478 -9.8412
C 2.8416 1.6672 -9.0517
O 3.7741 0.9118 -9.2474
O 3.8262 3.1203 -10.6676
O -0.2302 2.1344 -7.1283
H 1.8144 0.4950 -7.5293
H 1.7731 4.7554 -10.2731
H 4.3913 2.3319 -10.5649
H -0.7984 2.9216 -7.2346
C -3.8147 -3.2605 5.4877
C -3.6480 -2.4605 4.4280
C -3.6369 -2.9935 3.0222
O -3.4920 -2.1897 2.1171
C -3.7890 -4.4192 2.8225
C -3.9552 -5.2284 3.8810
C -3.9896 -4.6907 5.2904
O -4.1576 -5.4797 6.1980
O -4.0981 -6.5356 3.7672
O -3.4822 -1.1481 4.5279
H -3.8260 -2.8865 6.5015
H -3.7640 -4.7914 1.8082
H -4.2115 -6.9034 4.6695
H -3.3949 -0.8182 3.6147
C 5.5822 2.7996 0.1266
C 6.4823 2.3947 -0.7798
C 7.9442 2.7338 -0.6535
O 8.6964 2.3122 -1.5096
C 8.3701 3.5428 0.4757
C 7.4674 3.9482 1.3784
C 6.0108 3.5891 1.2648
O 5.2609 3.9849 2.1376
O 7.7774 4.6880 2.4330
O 6.1659 1.6734 -1.8417
H 4.5305 2.5618 0.0472
H 9.4186 3.7934 0.5495
H 6.9427 4.8322 2.9165
H 6.9992 1.5180 -2.3247
C -2.0851 -9.5233 5.3824
C -1.0584 -10.2007 5.9154
C -1.0417 -10.6120 7.3643
O -0.0788 -11.2389 7.7594
C -2.1665 -10.2349 8.2016
C -3.1904 -9.5550 7.6689
C -3.2151 -9.1691 6.2160
O -4.1956 -8.5683 5.8114
O -4.2474 -9.1720 8.3678
O 0.0082 -10.5611 5.2231
H -2.1096 -9.2256 4.3433
H -2.1378 -10.5193 9.2436
H -4.8308 -8.6967 7.7475
H 0.5886 -11.0374 5.8467
```



no.,F_max (Eh/bohr)
1,0.101
2,0.025
3,0.015
4,0.126
5,0.084
6,0.096
7,0.003
8,0.049